# C34H86N3O32S8Zr

A molecular structure, C34H86N3O32S8Zr in a non-equilibrium geometry (ωB97M-V with the def2-TZVPD basis set, the Open Molecules 2025 dataset).

Results
Total charge: +1
Gap between HOMO and LUMO (eV): 8.4

Last column: Mulliken charge in e.
Atoms and positions in Å:
Zr  -1.79  -0.74  -0.24  0.64
N  -0.77  -2.27  1.75  0.38
O  -1.78  -2.73  1.14  -0.03
O  -0.28  -2.72  2.78  -0.59
O  -0.29  -1.06  1.27  0.02
N  -0.66  1.95  -0.27  -0.22
O  -1.21  1.43  0.76  0.20
O  -0.31  3.11  -0.44  -0.78
O  -0.40  1.05  -1.14  -0.16
C  -3.88  -3.05  -1.20  -0.76
O  -3.18  -1.89  -0.92  0.52
H  -3.21  -3.90  -1.08  0.10
H  -4.70  -3.20  -0.41  0.16
H  -4.40  -3.11  -2.27  0.15
O  0.21  1.24  -6.37  -0.75
S  1.34  1.22  -5.47  1.16
O  1.79  0.04  -4.76  -0.68
O  2.53  1.54  -6.42  -0.28
C  2.32  2.04  -7.82  -0.38
C  2.33  0.78  -8.64  -0.96
C  1.09  2.59  -4.38  -0.53
H  3.14  2.68  -7.88  0.38
H  1.42  2.62  -7.88  0.30
H  1.52  0.14  -8.27  0.27
H  3.29  0.26  -8.77  0.30
H  2.19  1.19  -9.61  0.40
H  2.01  2.64  -3.80  0.38
H  0.23  2.29  -3.79  -0.11
H  0.80  3.47  -4.97  0.43
O  -2.16  4.17  2.74  -0.41
S  -1.11  5.10  2.97  1.04
O  -1.15  6.41  2.40  -0.76
O  -1.16  5.13  4.60  -0.18
C  -0.37  5.89  5.48  -0.11
C  -0.92  5.83  6.96  -1.25
C  0.42  4.31  2.70  -0.53
H  -0.41  6.89  5.07  0.40
H  0.59  5.40  5.50  0.03
H  -0.20  6.43  7.52  0.38
H  -0.95  4.80  7.23  0.33
H  -1.89  6.34  6.90  0.31
H  0.43  4.00  1.65  0.20
H  0.53  3.45  3.47  -0.13
H  1.16  5.11  3.02  0.52
O  -1.54  -0.47  -2.65  -0.17
S  -2.33  -0.22  -3.81  0.37
O  -3.79  -0.38  -3.78  -0.82
O  -1.88  1.20  -4.34  0.42
C  -2.96  1.96  -5.02  -0.26
C  -2.35  3.18  -5.65  -1.05
C  -1.87  -1.28  -5.16  -1.20
H  -3.74  2.15  -4.40  0.40
H  -3.28  1.29  -5.85  0.34
H  -2.17  3.98  -4.91  0.28
H  -2.97  3.62  -6.43  0.45
H  -1.46  2.87  -6.18  0.04
H  -1.90  -2.28  -4.79  0.47
H  -0.85  -1.08  -5.39  0.12
H  -2.46  -1.09  -6.04  0.53
O  -2.73  -1.11  3.85  -0.74
S  -3.40  -0.22  2.99  1.06
O  -2.99  -0.34  1.59  -1.11
O  -4.97  -0.63  2.94  -0.22
C  -5.25  -2.05  3.02  0.23
C  -6.73  -2.12  2.90  -1.45
C  -3.45  1.49  3.47  -0.23
H  -4.96  -2.40  4.00  0.39
H  -4.70  -2.57  2.22  -0.05
H  -7.14  -2.06  1.92  0.34
H  -7.21  -1.33  3.51  0.32
H  -6.98  -3.11  3.22  0.44
H  -3.64  1.59  4.55  0.53
H  -4.07  2.02  2.82  0.19
H  -2.42  1.80  3.32  -0.22
O  -4.54  2.50  -2.41  -0.86
S  -4.42  1.65  -1.26  1.49
O  -3.12  1.04  -0.92  0.76
O  -4.91  2.44  -0.04  -0.39
C  -3.80  3.44  0.30  0.44
C  -4.40  4.63  0.90  -1.73
C  -5.64  0.31  -1.27  -0.55
H  -3.25  3.66  -0.66  0.47
H  -3.22  2.93  1.04  -0.23
H  -3.76  5.49  0.98  0.31
H  -4.79  4.46  1.87  0.32
H  -5.25  4.87  0.30  0.52
H  -6.54  0.80  -1.51  0.71
H  -5.43  -0.10  -0.25  -0.10
H  -5.28  -0.36  -2.05  0.08
O  0.36  1.46  6.41  -0.72
S  0.70  1.00  5.10  1.18
O  -0.22  1.19  3.99  -0.32
O  2.04  1.58  4.56  -0.29
C  3.20  1.72  5.46  -0.32
C  3.82  3.05  5.29  -0.96
C  1.07  -0.79  5.16  -0.88
H  3.93  0.98  5.17  0.25
H  2.91  1.57  6.51  0.50
H  4.20  2.97  4.29  0.13
H  4.64  3.17  5.99  0.41
H  3.17  3.88  5.46  0.20
H  1.66  -1.03  4.29  0.17
H  0.18  -1.35  5.42  0.41
H  1.82  -0.91  6.06  0.36
O  -1.01  -3.23  -2.89  -1.03
S  0.15  -2.81  -2.11  1.08
O  -0.15  -1.91  -1.03  -0.13
O  0.82  -3.99  -1.39  0.63
C  1.23  -5.19  -2.15  -0.32
C  2.69  -5.20  -2.37  -1.11
C  1.39  -2.19  -3.20  -0.39
H  0.63  -5.20  -3.01  0.48
H  0.91  -6.07  -1.55  0.27
H  3.07  -5.88  -3.15  0.36
H  3.21  -5.37  -1.47  0.37
H  3.05  -4.26  -2.67  0.19
H  1.99  -1.56  -2.55  -0.37
H  0.81  -1.51  -3.90  -0.38
H  1.91  -2.98  -3.68  0.87
O  2.70  -7.36  0.32  -0.62
S  1.76  -7.04  1.38  1.25
O  2.02  -5.90  2.23  -0.61
O  0.39  -6.80  0.59  -0.31
C  -0.70  -5.99  1.08  0.20
C  -1.70  -6.77  1.92  -1.43
C  1.50  -8.55  2.37  -1.11
H  -1.19  -5.68  0.19  0.14
H  -0.27  -5.10  1.49  0.35
H  -2.76  -6.38  1.86  0.28
H  -1.44  -6.83  2.94  0.35
H  -1.68  -7.83  1.54  0.37
H  0.89  -8.52  3.29  0.32
H  2.47  -8.89  2.69  0.44
H  1.17  -9.29  1.64  0.34
C  4.49  0.30  -2.84  -1.86
C  4.69  0.18  -1.30  1.51
C  5.93  0.97  -0.81  -1.18
C  5.92  1.24  0.69  -0.59
C  4.68  1.96  1.10  -0.57
C  3.44  1.12  0.77  2.50
N  3.53  0.87  -0.72  -0.08
O  2.34  0.08  -1.02  1.41
C  3.16  -0.08  1.68  -0.10
C  2.23  1.99  0.95  -0.36
C  4.86  -1.22  -0.76  -1.31
H  4.60  1.29  -3.11  0.55
H  3.55  -0.16  -3.10  0.00
H  5.20  -0.34  -3.37  0.40
H  6.84  0.35  -1.15  0.39
H  6.03  1.93  -1.24  0.39
H  6.87  1.83  0.84  0.38
H  5.89  0.31  1.29  0.29
H  4.47  2.87  0.55  0.56
H  4.74  2.20  2.18  -0.58
H  2.25  0.15  2.30  -0.98
H  3.01  -1.05  1.20  -0.01
H  4.05  -0.28  2.38  0.36
H  2.25  2.96  0.32  0.52
H  1.40  1.39  0.65  -1.27
H  2.20  2.13  1.98  -0.30
H  5.07  -1.37  0.31  0.28
H  5.65  -1.76  -1.32  0.53
H  3.98  -1.88  -0.84  -0.13
H  1.70  0.75  -1.21  -0.38